Record 1
# C19H12F3NO3

2 unconnected molecules or ions with the total composition C19H12F3NO3 (wB97M-V/def2-TZVPD, the OMol25 dataset).

```
38
Properties=species:S:1:pos:R:3:forces:R:3
F 2.5702 2.5759 3.0920 -0.213 -1.628 0.008
F -3.8526 1.8464 3.0482 0.532 -1.241 0.068
F 4.5550 -1.7400 3.0863 -1.368 0.947 0.038
O -3.3494 -4.5076 0.1689 -0.395 0.248 -1.601
O -0.3914 -0.7270 -0.2928 0.955 0.770 0.753
O -4.2623 -4.8285 -1.7985 1.172 0.888 1.387
N -3.4877 -4.2170 -1.0384 -1.232 -1.862 0.567
C -1.2555 -1.0186 -2.5649 0.331 0.117 1.159
C -2.1485 -1.7040 -3.3713 -0.177 -0.197 -0.245
C -1.0847 -1.3450 -1.1387 -1.363 -1.380 -1.117
C -2.9047 -2.7753 -2.9070 -0.212 -0.258 0.239
C 2.4366 1.2010 3.0440 -0.229 1.098 -0.131
C 3.6076 0.4449 3.0797 -0.576 -0.546 -0.008
C -0.2320 -1.4525 2.7099 -0.527 -0.198 -0.471
C 2.1881 -1.5506 2.9244 -0.558 0.378 -0.100
C -3.9286 -1.7889 3.0370 -0.376 -0.095 -0.035
C -1.8341 -2.5092 -0.7162 0.347 0.751 -0.162
C 1.0014 -0.7511 2.8293 1.408 0.718 0.412
C -3.4164 0.5411 3.0266 -0.189 0.846 -0.167
C 1.1564 0.6663 2.9356 0.248 -0.502 0.001
C -1.5928 -1.0461 2.8300 -0.813 -0.078 0.287
C -2.7122 -3.1285 -1.5731 0.186 0.294 -0.509
C -2.5785 -2.0851 2.9152 0.561 0.422 -0.106
C -2.0581 0.2966 2.9188 -0.043 -0.067 0.008
C -4.3902 -0.4634 3.0762 1.014 -0.345 -0.085
C 3.4279 -0.9412 3.0452 0.881 -0.551 -0.160
H -2.2408 -3.1234 2.8904 -0.222 0.293 -0.123
H -0.1083 -2.5367 2.5796 -0.075 0.436 0.064
H -1.7390 -2.8772 0.3035 0.035 0.220 -0.321
H 4.5965 0.9019 3.1327 -0.360 -0.154 0.011
H 2.0892 -2.6354 2.9256 0.252 0.269 -0.148
H -4.6456 -2.6153 3.0688 0.278 0.375 0.001
H -1.3573 1.1283 2.8940 -0.700 -0.225 -0.121
H -5.4463 -0.2061 3.1338 0.288 -0.076 0.001
H 0.2934 1.3229 2.9491 0.635 -0.021 -0.157
H -0.6751 -0.1944 -2.9818 -0.146 -0.144 0.211
H -2.3023 -1.4261 -4.4189 0.303 0.106 0.368
H -3.6140 -3.3420 -3.5142 0.350 0.392 0.186
```
Forces are in eV/Å.

## Properties
LUMO, eV: -3.63
Relative energy (zero: lowest compared OMol25 entry of this formula, charge and spin), kcal per mole: 48.7

***

Record 2
# C19H12FNO11Pt

A molecular structure, C19H12FNO11Pt (wB97M-V/def2-TZVPD, the OMol25 dataset).

```
45
Properties=species:S:1:pos:R:3:forces:R:3
Pt -0.5370 0.1247 0.8918 -0.182 -0.707 -0.744
F 1.8292 -0.2346 -5.1169 -0.143 0.361 -0.594
O 1.0455 5.9139 -1.6388 1.317 -3.007 0.784
O -2.5341 -0.8286 0.8427 0.521 -1.579 -0.401
O -0.8389 2.1501 0.3994 -3.912 -0.626 1.679
O 1.1813 -0.8351 -2.1675 -3.709 -0.018 0.683
O -0.9323 0.1586 -1.9100 0.435 -0.795 -0.190
O 0.3801 0.6619 -3.6363 1.423 0.078 -0.581
O -4.8276 -4.6142 -0.8465 2.561 1.027 0.257
O -2.3287 -5.9903 -0.7064 -0.132 -0.208 0.117
O -0.1212 -2.1810 0.2537 -2.284 0.652 0.426
O 1.4337 0.9694 0.5495 -0.288 -3.765 1.609
O 3.6448 4.4731 -1.3074 -2.246 0.890 -0.373
N 0.8605 -0.7203 3.4150 0.239 1.344 0.812
C -1.1900 -4.0256 -0.2648 -1.628 -2.810 -1.048
C -2.3903 -4.8016 -0.4841 -1.120 -0.067 -0.877
C 0.9186 0.5391 3.9239 1.133 1.126 1.350
C -3.7615 -4.0286 -0.5631 -1.844 -0.570 0.800
C 1.4409 2.0866 0.0652 1.813 5.521 -1.407
C -0.4534 -0.9806 3.3283 -0.929 -3.360 -2.063
C -2.5605 -2.0230 0.3394 -0.421 1.741 -0.014
C -1.2817 -2.7171 0.0775 3.992 2.107 0.875
C 2.6104 2.7734 -0.4138 -3.069 -3.701 2.002
C -1.1813 0.0471 3.8075 -4.128 -1.882 -0.617
C 1.7459 0.4138 -3.9247 1.440 0.467 -0.338
C 0.0588 4.1916 -0.5132 -1.363 -3.151 2.099
C 0.0678 -0.0019 -2.5368 1.657 -1.016 1.681
C -0.3749 1.0190 4.1703 3.814 2.597 1.334
C 2.5056 4.0002 -0.9924 3.682 2.341 -1.131
C -3.7214 -2.6599 -0.0578 0.230 -0.583 0.270
C 1.1847 4.7488 -1.1135 -0.531 3.982 -1.069
C 2.3281 -0.4734 -2.8697 -0.028 -0.341 1.882
C 0.0792 2.8988 0.1042 4.212 1.746 -3.518
H 2.3464 1.3217 -3.8676 -0.600 0.490 -1.022
H -0.8005 -1.9122 2.9063 0.012 -0.090 0.298
H -0.7289 1.9269 4.6359 0.625 0.159 -0.133
H 1.8756 0.9379 4.2264 -0.085 0.233 -0.301
H -2.2445 0.0528 3.9970 -0.061 -0.175 -0.550
H -0.3133 -4.6091 -0.5044 0.507 0.588 0.307
H 3.6122 2.4291 -0.2034 -0.056 -0.383 -0.189
H -4.6392 -2.1525 0.2004 -0.234 -0.058 -0.366
H -0.8938 4.6984 -0.5608 0.033 0.170 -0.123
H 2.9580 -0.0276 -2.0998 0.141 1.036 -0.414
H 2.9262 -1.3456 -3.1335 -0.581 -0.136 -0.942
H 1.6213 -1.3743 3.2988 -0.209 0.373 -0.260
```
Forces are in eV/Å.

## Properties
⟨S²⟩: 3.785
LUMO (spin up / spin down), eV: 0.83 / -1.06
Relative energy (zero: lowest compared OMol25 entry of this formula, charge and spin), kcal per mole: 0.0
Total charge: -1
2S+1: 4

***

Record 3
# C19H13Br2Cl3F6N5O5S2SiW

A molecular structure, C19H13Br2Cl3F6N5O5S2SiW (wB97M-V/def2-TZVPD, the OMol25 dataset).

```
57
Properties=species:S:1:pos:R:3:forces:R:3
W -0.2828 0.5382 -0.0763 1.745 -1.350 1.520
Br 3.9092 0.3702 5.5236 0.018 0.001 0.016
Br 6.2221 0.2306 -2.0075 0.005 -0.002 -0.001
Cl 0.5998 6.0157 -0.5769 -0.024 -0.046 0.047
Cl -1.1081 3.4173 -1.8600 -0.075 0.272 -0.385
Cl -2.3244 5.0078 0.7789 0.041 0.027 0.024
S -0.8023 -0.8285 -3.1156 -0.042 -0.025 0.065
S -0.9163 -2.5598 -1.0382 -0.092 0.018 -0.078
Si -0.6801 4.5524 -0.2389 -0.036 0.084 0.086
F 1.2007 -4.0603 -0.9305 -0.018 0.001 0.009
F -0.3415 -4.4947 0.5319 0.003 0.004 -0.017
F 0.5452 0.7472 -4.6398 0.003 -0.068 0.003
F -0.6147 -5.0835 -1.5407 0.008 0.014 0.009
F 0.5092 -1.3266 -5.2883 0.028 0.035 0.053
F 1.7524 -0.7303 -3.6087 -0.046 0.023 -0.033
O -0.1731 -1.6323 -0.1086 -0.262 0.128 -0.084
O -2.3106 -2.6266 -0.7714 0.006 -0.024 -0.007
O -2.0350 -0.6303 -3.7759 0.006 0.023 0.002
O -0.5634 0.2564 -2.0382 -0.065 0.519 -0.094
O 0.1919 3.3718 0.7620 0.163 -0.063 0.139
N 1.8019 0.3426 -0.5927 0.134 0.162 0.009
N -2.4891 0.3869 -0.0713 -0.142 -0.053 -0.075
N -0.8562 -0.0093 1.8368 -0.315 0.042 0.145
N -0.4732 -2.2148 -2.5054 -0.058 0.023 -0.006
N -0.0011 2.1530 0.4713 -1.096 0.099 -1.174
C 2.5306 -0.8015 -0.5525 -0.025 0.028 -0.042
C -4.6601 0.2747 -1.0620 -0.011 0.019 0.009
C 2.4255 -0.7212 3.3862 0.013 -0.008 -0.046
C 1.3573 1.1129 4.5677 0.031 -0.008 0.000
C -0.0979 -4.2060 -0.7293 0.060 -0.013 -0.064
C 3.7248 1.4593 -1.5078 0.000 -0.001 -0.001
C 0.2552 0.0581 2.7276 0.049 0.051 -0.135
C 1.3287 -0.8174 2.5477 -0.009 -0.062 0.104
C -5.2018 -0.2469 0.0940 0.007 0.008 0.002
C -3.3026 0.5819 -1.1116 0.010 0.050 0.027
C 2.4457 0.2416 4.3899 -0.053 0.032 0.002
C -3.0361 -0.1160 1.0765 0.028 0.046 0.017
C -4.3666 -0.4356 1.1983 -0.014 0.001 -0.015
C 0.6284 -0.5149 -4.2763 0.010 0.015 -0.013
C 0.2676 1.0319 3.7346 0.075 0.071 -0.053
C 3.8404 -0.8677 -0.9510 0.009 -0.014 -0.010
C 2.4268 1.4538 -1.0725 -0.012 -0.024 0.001
C 4.4655 0.2774 -1.4458 0.001 0.002 0.002
C -2.0702 -0.2754 2.1417 0.005 0.021 0.046
H -4.7478 -0.8273 2.1324 0.000 -0.003 -0.001
H 1.2703 -1.6120 1.8191 -0.038 -0.026 0.022
H -2.8691 0.9934 -2.0104 -0.001 0.001 -0.001
H 2.0378 -1.6853 -0.1869 -0.005 -0.010 -0.020
H 1.8459 2.3634 -1.1204 0.007 0.004 -0.004
H 4.1610 2.3730 -1.8864 -0.001 0.001 0.002
H 4.3718 -1.8068 -0.8845 -0.001 -0.001 -0.005
H -5.2670 0.4543 -1.9390 -0.002 -0.005 0.001
H 3.2532 -1.4095 3.2847 -0.001 -0.001 0.001
H -0.5646 1.7152 3.8538 -0.018 -0.021 -0.003
H 1.3821 1.8444 5.3640 0.003 -0.005 0.005
H -2.3429 -0.5868 3.1468 -0.004 0.007 0.000
H -6.2528 -0.4982 0.1518 0.000 -0.002 -0.001
```
Forces are in eV/Å.

## Properties
LUMO (spin up / spin down), eV: -11.83 / -11.82
Relative energy (zero: lowest compared OMol25 entry of this formula, charge and spin), kcal per mole: 22.3
Total charge: +3

***

Record 4
# C19H13F3N4

2 unconnected molecules or ions with the total composition C19H13F3N4 (wB97M-V/def2-TZVPD, the OMol25 dataset).

```
39
Properties=species:S:1:pos:R:3:forces:R:3
F -3.2831 -3.7329 -3.7040 0.388 1.128 -0.140
F -2.1100 -2.3711 -4.9774 -0.662 -0.093 1.065
F -3.9854 -1.6773 -4.0626 0.967 -0.662 0.227
N -0.4463 1.5741 1.6697 0.090 0.264 -0.088
N -0.7601 5.2171 -0.0814 -0.007 0.770 -0.603
N -0.4482 2.8643 -0.4041 0.082 0.322 -1.443
N -0.7718 3.3644 3.0838 0.225 -1.681 1.090
C 1.5350 -0.9369 1.0076 1.342 0.342 -0.069
C -2.0930 -1.9748 -2.6332 0.000 0.173 0.240
C -2.8711 -2.4300 -3.8363 -0.682 -0.389 -0.979
C -0.1384 -2.2179 -1.2541 0.156 0.408 0.458
C -0.6957 3.8668 1.8257 0.202 -2.223 -1.434
C 2.4934 -1.3043 0.0085 -0.300 -0.115 0.393
C -0.5420 -1.1132 -0.4404 -0.911 -0.149 -1.627
C -0.5858 4.1456 -0.8529 0.114 -1.213 1.477
C -0.4893 2.6984 0.9001 -0.650 2.632 1.936
C -2.5359 -0.9032 -1.8558 0.187 -0.154 -0.126
C 3.2386 -1.3609 2.7150 0.118 -0.018 -0.137
C 2.0023 -0.8461 2.3531 -0.414 -0.378 -0.336
C -0.8211 5.1322 1.2460 0.189 -1.432 0.446
C 4.1007 -1.8754 1.7316 -0.517 0.238 -0.039
C -0.6125 2.0097 2.9603 -0.073 2.545 -1.331
C -1.7704 -0.4781 -0.7822 0.372 -0.083 0.616
C -0.9169 -2.6518 -2.3149 0.045 0.143 0.100
C 3.7409 -1.8007 0.3775 -0.110 0.050 0.027
C 0.1609 -0.6932 0.7328 0.003 -0.511 0.993
H -0.6150 1.3319 3.8151 -0.053 0.262 -0.262
H 2.2306 -1.2119 -1.0466 0.123 -0.048 0.360
H -0.9638 6.0172 1.8729 -0.007 -0.076 -0.456
H 3.5352 -1.3781 3.7661 -0.069 0.099 -0.385
H -3.4776 -0.4118 -2.0847 0.256 -0.040 -0.010
H -0.6154 -3.5236 -2.8931 -0.024 0.246 0.087
H -0.5484 4.2921 -1.9349 -0.030 -0.033 0.377
H 1.3373 -0.4047 3.0958 0.146 -0.203 -0.122
H -0.4605 -0.3764 1.5672 0.281 -0.343 -0.303
H 0.7815 -2.7549 -1.0190 -0.438 0.065 0.012
H -2.0929 0.3761 -0.1838 0.141 -0.209 -0.177
H 5.0584 -2.3080 2.0216 -0.241 0.149 -0.099
H 4.4358 -2.1524 -0.3894 -0.237 0.220 0.263
```
Forces are in eV/Å.

## Properties
LUMO, eV: -2.87

***

no.,E (a.u.)
1,-1311.076831
2,-1832.656532
3,-9661.746773
4,-1250.376970